No. 1
113
Properties=species:S:1:pos:R:3 method="wB97M-V/def2-TZVPD" total_charge=-2 homo_ev="-1.378 / -3.079" orbital_gap_ev="4.9 / 6.6" spin_multiplicity=1 lumo_energy_ev="3.512 / 3.493"
Hg 1.31028 0.78531 0.70054
Sb -0.09791 -0.49742 -3.87404
Sb -2.84658 -0.74430 -1.13107
S 1.57251 -1.28671 -0.58846
S 3.30205 2.05030 1.56562
P 4.55065 0.45891 2.01503
O 6.66035 1.55112 -5.35780
O 1.59321 4.34207 -1.47232
O -1.83050 -0.67617 1.59330
O -4.46352 5.39357 1.65162
O 2.94396 5.52261 -2.65302
O -4.43924 5.34095 3.84138
O 5.35122 0.98043 3.36883
O 3.41516 -0.58074 2.69242
O 6.33746 3.67768 -5.28686
O 1.61680 1.68469 -1.77540
O 3.09639 -0.72576 -1.15512
O 3.30386 -1.45685 -3.28109
N 0.10559 1.19035 2.92476
N -3.96006 4.98689 2.73350
N 3.16022 -0.48234 -2.50762
N 2.52325 4.44153 -2.24589
N 6.04613 2.53394 -4.95904
N -0.51302 2.28248 0.51213
C -4.56258 -2.93056 -3.78872
C 2.86319 -2.64187 3.76006
C -2.85081 -0.89511 3.72371
C -3.81898 -2.57741 -0.50981
C 4.57336 1.02383 -3.70337
C 0.45932 -2.49333 -4.46982
C -1.73656 3.76429 -0.86175
C 3.52945 0.83866 -2.84894
C 0.48438 0.67777 4.08100
C -3.44063 -4.02150 -5.59556
C -2.87821 4.11603 2.72915
C -0.07349 1.10253 5.29230
C 0.27766 -4.21915 1.66861
C 4.31790 0.70040 5.55461
C 1.05614 0.42946 -5.45155
C -3.77374 -1.78451 -3.92825
C -1.90796 -0.59565 -5.18503
C -4.40971 -4.04335 -4.59937
C 4.74484 1.66294 4.46030
C -1.45003 2.64378 4.05082
C -0.81177 2.15484 2.88733
C 2.68027 1.92507 -2.36119
C -4.00894 -0.64428 -2.99793
C -1.97677 -1.35580 2.58763
C -2.19190 3.70848 1.50797
C 4.25919 3.41936 -3.56295
C -0.65071 -4.68854 3.83900
C -0.42614 -3.02896 1.62649
C -1.25214 -2.66090 2.68705
C 3.84796 -1.92630 2.85864
C -1.17248 2.73155 1.59676
C -1.35669 -3.49520 3.79579
C 4.93641 2.32880 -4.07228
C -2.45943 3.61241 3.95892
C -2.66225 -2.88706 -5.75167
C -2.80102 -1.75849 -4.93710
C -0.78691 2.76751 -0.68621
C 0.16362 -5.05246 2.77492
C -1.03799 2.07428 5.27911
C 3.18006 3.23837 -2.72292
C -2.43745 4.23225 0.22518
C -4.27805 0.53137 -0.13351
H -0.13645 -3.22266 -3.92221
H -3.18619 4.99798 0.11733
H 1.51312 -2.63362 -4.23951
H 0.92299 -4.48801 0.84261
H -4.90147 -2.46806 -0.58272
H -1.90981 4.17454 -1.84717
H -2.95819 3.96162 4.84980
H -3.29889 -4.87284 -6.25066
H 5.49694 2.35920 4.84026
H 3.52836 0.04582 5.18763
H -1.50078 2.42157 6.19575
H -1.91702 -2.85912 -6.53812
H -3.56873 -1.66638 4.00823
H 2.08098 0.06515 -5.37904
H 0.26088 0.65688 6.22071
H -3.75198 0.32277 -3.43525
H -1.49603 -0.66013 -6.19123
H 3.88525 -2.41723 1.88063
H 4.56544 4.41946 -3.82687
H 3.88963 2.24331 4.10582
H 0.64597 0.17326 -6.42884
H 4.85492 -1.95238 3.29185
H 1.85995 -2.58964 3.33575
H -2.42189 0.36067 -5.07213
H 3.14074 -3.69375 3.85836
H 2.84409 -2.19443 4.75569
H -0.73145 -5.33090 4.70689
H -5.32576 -2.93538 -3.01830
H -3.38039 0.00543 3.41969
H 5.11968 0.17640 -4.09019
H -3.49382 -3.40380 -1.14114
H -0.21092 2.36362 -1.50929
H -5.04515 -4.91008 -4.46192
H 5.15947 0.08319 5.87608
H 1.06192 1.51239 -5.32893
H 0.28728 -2.61394 -5.53971
H -5.06242 -0.07564 0.31867
H -4.71879 1.22310 -0.85112
H -2.23134 -0.66150 4.59396
H -3.54390 -2.79592 0.52263
H 0.71524 -5.98351 2.81151
H 3.94011 1.25735 6.41532
H -3.77634 1.10724 0.64224
H -0.33527 -2.36018 0.77924
H -1.98253 -3.21511 4.63325
H -5.05319 -0.61583 -2.68393
H 1.26710 -0.06703 4.03960



No. 2
103
Properties=species:S:1:pos:R:3 method="wB97M-V/def2-TZVPD" homo_ev="-6.552 / -6.554" orbital_gap_ev="6.1 / 6.1" spin_multiplicity=3 lumo_energy_ev="-0.456 / -0.444"
V 0.23956 -0.45065 0.49841
S 0.47028 -1.04583 3.10918
S -2.41137 1.46014 1.26812
F -2.77598 -3.84431 -2.46283
F -0.98834 -5.71463 1.40433
O -1.56968 0.21370 1.43202
N 2.91073 -4.14364 3.71207
N -0.90514 -0.20846 -1.30766
N 2.77929 2.36393 0.56250
N 1.11360 2.19635 -1.34306
N 3.72524 2.32212 -3.05562
N 1.82733 1.89500 1.51740
N 1.93204 -0.64810 -0.73193
N 3.48786 2.68192 -1.77413
N 2.81982 0.33470 -1.05938
N 1.74497 -3.34699 3.79423
N 1.73759 -0.48391 1.99897
N 0.02199 1.66183 -0.62407
N 2.57427 -1.66663 2.19713
C -3.98882 0.95821 1.93238
C 4.76535 -5.61558 0.25763
C 2.55679 1.59533 3.53915
C -0.48318 -3.47369 0.90846
C -0.13451 5.26647 5.36797
C -1.86511 1.23545 -3.85600
C -1.11270 -4.65875 0.58154
C 3.82639 -1.61345 -1.42540
C 0.72845 3.03046 -2.36283
C -1.50802 1.92939 -2.56677
C -0.51875 3.04598 -2.85791
C 4.47238 2.91108 2.38280
C -1.84893 2.57349 2.52209
C 3.51325 -4.57759 2.54898
C -2.01830 -1.21444 -3.20511
C 5.48012 -5.44194 1.43659
C -0.59043 -2.36016 0.07496
C 3.94975 3.93235 -1.53251
C -1.51222 -1.29369 -1.96250
C 1.78390 -2.27564 3.08289
C -1.99637 -3.70061 -1.36391
C -0.77355 4.32977 4.38333
C 2.79392 -4.76186 1.36534
C 4.86904 -4.92898 2.56645
C -1.68515 3.90902 2.18532
C 3.69495 4.16009 2.60091
C -1.37842 -2.48082 -1.09680
C 2.43352 0.75474 2.24922
C 2.53445 -1.81566 -0.95932
C -1.15789 4.78254 3.12444
C 2.38344 4.05910 2.79354
C 4.08325 1.70002 3.27790
C 4.09049 2.06189 1.11206
C -0.94547 2.97954 4.69380
C -0.87699 1.02923 -1.55588
C 1.76537 2.70560 2.81393
C 3.94346 0.80739 2.00785
C 3.42031 -5.27263 0.24129
C 4.34763 3.34976 -3.60814
C -2.06745 -0.06170 -4.09178
C -1.47711 2.09617 3.77249
C 4.51655 4.40508 -2.69189
C 3.95665 -0.23847 -1.47743
C -1.88131 -4.80736 -0.55446
B 2.53395 1.88940 -0.86449
H -0.63988 2.61502 5.66688
H -1.95366 4.26272 1.19621
H -0.58125 6.25885 5.31666
H 2.22897 1.25829 4.51909
H 0.93083 5.37212 5.15010
H 1.49893 3.68820 -2.74366
H 2.83966 -5.41194 -0.66424
H 1.74351 -4.51429 1.33818
H 3.81695 4.38356 -0.56313
H 6.53072 -5.70306 1.47726
H -0.78332 3.75178 -3.63190
H 5.24503 -6.01500 -0.62602
H -3.83155 0.52196 2.91725
H 4.55951 -2.35740 -1.68054
H 1.76079 4.93458 2.93809
H -1.02357 5.82604 2.86706
H -2.31889 -0.31566 -5.11558
H 0.07413 -3.46131 1.83541
H 3.49425 -4.05045 4.52598
H 4.98747 5.35969 -2.85136
H -2.41815 2.33951 -2.09767
H -2.37692 -5.73528 -0.79810
H -4.63930 1.82980 1.98874
H 4.47918 -0.11431 1.81628
H 4.65488 3.29420 -4.64085
H 4.77285 0.37263 -1.81917
H -4.39697 0.21779 1.24694
H 4.73205 1.45478 4.11366
H -1.56385 1.04150 4.00453
H -0.22895 4.89631 6.38760
H 5.54826 3.07975 2.40631
H -0.43483 2.45154 -0.15815
H 4.84552 2.04581 0.32990
H 2.01745 -2.73437 -0.73798
H 5.44196 -4.78741 3.47647
H -1.94663 1.91094 -4.70032
H 4.18690 5.12575 2.58119
H 0.72203 2.74405 3.12390
H -2.38569 -2.13139 -3.63691



No. 3
8
Properties=species:S:1:pos:R:3 method="wB97M-V/def2-TZVPD" homo_ev=-9.696 smiles="N#CC(=O)C(=S)S" orbital_gap_ev=7.4 spin_multiplicity=1 lumo_energy_ev=-2.249
S 0.34073 1.71725 1.05571
S -1.16610 -0.85348 1.67945
O 1.42753 0.48782 -0.79454
N -0.30660 -1.80976 -2.77724
C 0.29478 -0.09759 -0.67360
C -0.14665 -1.08865 -1.72960
C -0.38474 0.15330 0.74319
H -0.05895 1.49110 2.49662



Calculated values (kJ/mol) of energy above the lowest of the compared OMol25 structures with the same formula, charge and spin for the records, taken in order: 228.0 720.5 299.7.
Calculated values (eV/A) of F_max for the records, taken in order: 0.56 0.54 11.13.